1.
Entry from OMol25: a molecular structure, C31H24CrF5N7O3S3 at a distorted geometry (ωB97M-V with the def2-TZVPD basis set).

```
! wB97M-V def2-TZVPD RIJCOSX def2/J DEFGRID3
* xyz 1 4
Cr 0.45033 0.27103 -0.25003
O 1.07626 0.49260 3.53085
S 0.30244 -0.31636 2.63411
O 0.97399 -1.31172 1.81454
N -0.42036 0.55685 1.48375
C -1.08427 1.76342 1.66452
C -1.59184 2.31940 2.81289
C -2.27679 3.55405 2.75005
C -2.44860 4.23263 1.57581
C -1.91673 3.69845 0.37997
C -2.00238 4.31825 -0.88991
C -1.42978 3.72759 -1.98064
C -0.75006 2.50897 -1.83250
N -0.65696 1.90082 -0.66798
C -1.23790 2.47268 0.44190
C -0.97226 -1.08784 3.56403
C -2.00418 -1.73359 2.88914
C -3.01111 -2.33335 3.62402
C -2.97899 -2.28224 5.01464
C -1.94195 -1.63816 5.67304
C -0.92743 -1.03052 4.94742
H -1.46555 1.81492 3.76183
H -2.68098 3.96898 3.66426
H -2.98032 5.17520 1.54944
H -2.51801 5.26695 -0.98409
H -1.47796 4.18411 -2.95920
H -0.26951 2.02976 -2.67424
H -2.00601 -1.76631 1.80619
H -3.82067 -2.84283 3.11800
H -3.76931 -2.74997 5.58776
H -1.92263 -1.60774 6.75446
H -0.10945 -0.52029 5.43969
N -4.16849 -4.87937 -1.57453
C -2.88627 -4.95894 -1.18393
S -2.16480 -6.39068 -0.83698
C -2.15515 -3.65046 -1.06763
C -0.77755 -3.63633 -0.89967
C -0.12240 -2.43312 -0.75798
N -0.77079 -1.25553 -0.74704
C -2.09033 -1.25877 -0.92514
C -2.80992 -2.42141 -1.09597
H -4.67544 -5.74222 -1.68493
H -4.59472 -4.03512 -1.90787
H -0.22879 -4.56766 -0.88063
H 0.95406 -2.39965 -0.64097
H -2.57949 -0.29242 -0.92699
H -3.87831 -2.33650 -1.22653
C 6.32363 0.01209 -0.42129
C 5.30119 -0.41763 0.63665
C 4.13922 0.51439 0.71033
N 2.95750 0.25010 0.29712
N 2.08883 1.30896 0.42424
C 2.61607 2.36939 0.97122
N 1.94392 3.51561 1.20793
S 4.28079 2.14556 1.33901
H 7.17572 -0.66581 -0.41122
H 6.69582 1.01959 -0.22712
H 5.87814 -0.00110 -1.41620
H 5.77695 -0.47912 1.61688
H 4.89569 -1.40057 0.40207
H 0.93822 3.46885 1.25792
H 2.38444 4.22856 1.76227
F 1.59913 0.09365 -7.39268
C 1.52515 0.10228 -6.06333
C 2.65851 0.31406 -5.29923
F 3.83122 0.51054 -5.89757
C 2.57787 0.32506 -3.92058
F 3.69172 0.53651 -3.20730
C 1.37374 0.12170 -3.24472
O 1.33080 0.13861 -1.93103
C 0.25350 -0.09240 -4.04996
F -0.94661 -0.28739 -3.45501
C 0.31588 -0.10147 -5.42948
F -0.78968 -0.30759 -6.14582
*
```

The HOMO-LUMO gap (spin up / spin down) comes out at 7.30 / 7.18 eV. As for the energy above the lowest of the compared OMol25 structures with the same formula, charge and spin: 0.00 kJ/mol. For the HOMO energy (spin up / spin down), the calculation gives -10.59 / -10.73 eV. As for the expectation value of S²: 3.775. For the lowest unoccupied orbital energy (spin up / spin down), the calculation gives -0.12125 / -0.13041 Eh. The total energy is -123620.8428 eV.

---

2.
Entry from OMol25: 2 unconnected molecules or ions with the total composition C3H3O2 at a distorted geometry (ωB97M-V with the def2-TZVPD basis set).

```
! wB97M-V def2-TZVPD RIJCOSX def2/J DEFGRID3
* xyz 1 1
C 0.13907 0.73433 0.39189
C -1.11664 0.93486 0.00752
C 0.50676 -1.18234 -0.40195
O -2.19123 1.23507 -0.14280
O 0.57115 -1.99983 0.40001
H 0.49184 0.45105 1.44617
H 1.02934 1.01374 -0.26823
H 0.56971 -1.18689 -1.43261
*
```

The HOMO-LUMO gap comes out at 9.87 eV. As for the energy above the lowest of the compared OMol25 structures with the same formula, charge and spin: 179.56 kJ/mol. For the HOMO energy, the calculation gives -16.00 eV. For the lowest unoccupied orbital energy, the calculation gives -0.22540 Eh. The total energy is -7243.7839 eV.

---

3.
Entry from OMol25: a molecular structure, C18H12Br2F2O4Pd at a distorted geometry (ωB97M-V with the def2-TZVPD basis set).

```
! wB97M-V def2-TZVPD RIJCOSX def2/J DEFGRID3
* xyz -2 3
Pd 9.60670 -27.76820 -7.24664
Br 7.07642 -28.38119 -8.12206
Br 11.41161 -29.57821 -8.01900
C 8.10299 -26.95473 -3.34625
C 8.53846 -27.09618 -4.70080
C 8.47720 -25.74820 -5.61414
O 8.88997 -25.86105 -6.78628
C 7.79580 -24.58670 -5.08545
C 7.37047 -24.61230 -3.77845
C 7.57120 -25.78088 -2.88394
O 7.20420 -25.78484 -1.66365
O 6.74183 -23.55407 -3.37063
O 9.02205 -28.14984 -5.20437
H 8.20714 -27.75593 -2.62956
H 7.63969 -23.72922 -5.72323
F 9.94528 -26.86524 -9.10885
C 9.86244 -25.90673 -10.05713
C 9.45561 -26.39551 -11.30463
C 9.23262 -25.40368 -12.27120
C 9.36329 -24.07229 -11.90225
C 9.74768 -23.64581 -10.67829
C 9.95923 -24.57936 -9.72884
H 9.38877 -27.46071 -11.46977
H 8.93759 -25.75043 -13.25054
H 9.07773 -23.30236 -12.60371
H 9.85684 -22.57521 -10.58716
H 10.13119 -24.19572 -8.73402
F 11.80166 -26.34580 -6.95806
C 13.07389 -26.04659 -6.66122
C 13.75244 -25.08682 -7.43524
C 15.00697 -24.65597 -7.03397
C 15.62080 -25.22492 -5.92161
C 15.03320 -26.23888 -5.24205
C 13.75223 -26.64784 -5.61926
H 13.26133 -24.63217 -8.28289
H 15.45774 -23.81491 -7.53975
H 16.61469 -24.95760 -5.59433
H 15.37101 -26.57275 -4.27210
H 13.30708 -27.40954 -4.99631
*
```

The HOMO-LUMO gap (spin up / spin down) comes out at 5.80 / 5.77 eV. As for the energy above the lowest of the compared OMol25 structures with the same formula, charge and spin: 183.80 kJ/mol. For the HOMO energy (spin up / spin down), the calculation gives -1.57 / -1.55 eV. As for the expectation value of S²: 2.006. For the lowest unoccupied orbital energy (spin up / spin down), the calculation gives 0.15537 / 0.15528 Eh. The total energy is -176050.7526 eV.

---

Q: Which formula does entry 3 have?
A: C18H12Br2F2O4Pd

---

Q: Which of these has the lowest energy above the lowest of the compared OMol25 structures with the same formula, charge and spin?
A: C31H24CrF5N7O3S3

---

Q: Number 2 is which compound?
A: C3H3O2

---

Q: Number 2 is which compound?
A: C3H3O2